{
  "formula": "C5H11PS",
  "method": "ωB97M-V/def2-TZVPD",
  "symbols": ["S", "P", "C", "C", "C", "C", "C", "H", "H", "H", "H", "H", "H", "H", "H", "H", "H", "H"],
  "xyz": [[2.423, -0.293, -1.923], [-0.517, 0.370, -1.343], [-0.259, -0.671, 1.576], [0.137, 1.431, -0.012], [-1.861, -0.507, -0.481], [0.661, 0.411, 1.142], [0.825, -0.802, -1.584], [0.190, -1.730, 1.757], [-1.332, -1.009, 0.494], [-2.502, 0.251, -0.162], [-2.385, -1.168, -1.149], [1.662, -0.085, 0.742], [0.984, 1.166, 1.778], [1.004, 1.949, -0.441], [0.439, -1.594, -2.186], [-0.532, 2.208, 0.358], [-0.986, -0.465, 2.313], [2.048, 0.538, -0.880]],
  "homo_ev": [-7.257, -6.831],
  "spin_multiplicity": 1,
  "de_lowest_kj_mol": 515.7,
  "orbital_gap_ev": [7.3, 6.9],
  "lumo_energy_ev": [0.00, 0.09]
}